{
  "formula": "C78H65F13",
  "method": "ωB97M-V/def2-TZVPD",
  "spin_multiplicity": 1,
  "largest_force_ev_per_a": 4.5,
  "e_tot_ev": -117264.0079,
  "e_homo_ev": -8.9448,
  "gap_ev": 9.53,
  "symbols": ["F", "C", "C", "C", "C", "C", "C", "H", "H", "H", "H", "H", "F", "C", "C", "C", "C", "C", "C", "H", "H", "H", "H", "H", "F", "C", "C", "C", "C", "C", "C", "H", "H", "H", "H", "H", "F", "C", "C", "C", "C", "C", "C", "H", "H", "H", "H", "H", "F", "C", "C", "C", "C", "C", "C", "H", "H", "H", "H", "H", "F", "C", "C", "C", "C", "C", "C", "H", "H", "H", "H", "H", "F", "C", "C", "C", "C", "C", "C", "H", "H", "H", "H", "H", "F", "C", "C", "C", "C", "C", "C", "H", "H", "H", "H", "H", "F", "C", "C", "C", "C", "C", "C", "H", "H", "H", "H", "H", "F", "C", "C", "C", "C", "C", "C", "H", "H", "H", "H", "H", "F", "C", "C", "C", "C", "C", "C", "H", "H", "H", "H", "H", "F", "C", "C", "C", "C", "C", "C", "H", "H", "H", "H", "H", "F", "C", "C", "C", "C", "C", "C", "H", "H", "H", "H", "H"],
  "coordinates": [[10.60495, 18.63602, 17.83887], [10.50819, 17.42271, 17.22371], [11.54701, 16.47693, 17.28525], [11.37705, 15.24809, 16.71170], [10.19436, 14.91724, 16.11613], [9.14411, 15.86433, 15.99227], [9.28906, 17.12812, 16.58029], [12.51548, 16.80539, 17.61085], [12.21290, 14.58315, 16.62640], [9.95018, 13.95320, 15.70846], [8.25854, 15.52293, 15.43410], [8.59075, 17.96278, 16.59007], [18.65095, 21.36757, 17.44171], [18.16163, 22.63291, 17.47636], [17.47880, 23.21006, 16.38170], [17.04182, 24.53316, 16.52551], [17.33413, 25.30420, 17.63843], [18.00279, 24.67907, 18.66719], [18.48328, 23.36680, 18.59036], [17.38885, 22.75360, 15.44786], [16.37752, 24.95075, 15.75494], [16.90263, 26.30407, 17.78367], [18.45717, 25.30854, 19.46526], [18.95663, 22.98206, 19.52519], [7.52588, 17.75249, 9.79669], [8.41864, 18.55869, 10.44879], [8.43125, 18.55979, 11.81350], [9.32732, 19.48244, 12.43835], [10.13359, 20.29614, 11.62612], [10.01943, 20.28788, 10.23786], [9.19844, 19.38552, 9.64719], [7.84082, 17.82107, 12.32066], [9.47348, 19.41884, 13.53716], [10.75515, 21.01569, 12.05566], [10.54551, 20.90848, 9.59061], [9.01079, 19.19680, 8.57936], [12.71643, 24.52209, 14.72677], [11.79198, 23.67097, 15.18826], [10.43700, 24.02406, 14.93476], [9.40504, 23.25469, 15.35720], [9.70840, 22.01858, 15.93592], [11.04291, 21.71933, 16.18407], [12.10190, 22.53452, 15.87091], [10.17419, 24.95937, 14.38211], [8.41266, 23.52594, 15.11912], [8.99936, 21.30430, 16.19853], [11.17363, 20.72618, 16.62291], [13.11848, 22.38349, 16.14034], [12.40069, 22.75870, 11.74781], [13.73410, 22.65542, 11.78843], [14.27678, 21.39444, 11.60104], [15.67926, 21.23179, 11.64906], [16.50815, 22.28024, 12.04151], [15.94094, 23.51797, 12.40295], [14.53821, 23.72935, 12.15621], [13.64578, 20.50844, 11.40041], [16.16462, 20.30456, 11.31737], [17.57229, 22.19280, 12.05069], [16.52957, 24.37004, 12.72944], [14.14308, 24.73063, 12.36939], [7.65581, 14.52360, 12.96166], [8.78625, 14.28398, 12.20732], [9.88829, 15.04373, 12.55677], [11.10723, 14.80265, 11.89227], [11.22865, 13.76953, 10.97664], [10.07511, 13.15352, 10.55396], [8.85655, 13.36704, 11.21873], [9.80284, 15.74970, 13.40568], [12.01010, 15.28142, 12.29799], [12.18737, 13.57779, 10.48574], [10.25756, 12.34930, 9.82619], [8.03999, 12.71467, 10.88276], [13.45377, 10.60047, 18.29673], [13.19996, 11.30774, 17.23406], [14.02743, 12.36738, 16.83842], [13.79191, 12.92662, 15.61710], [12.73489, 12.50769, 14.86664], [11.83503, 11.56620, 15.34655], [12.05949, 10.95610, 16.55340], [14.88581, 12.57211, 17.45731], [14.48260, 13.72675, 15.27626], [12.59903, 12.86078, 13.88156], [10.89430, 11.39191, 14.79822], [11.53976, 10.14763, 16.99735], [13.30937, 14.62636, 8.15916], [13.42765, 15.54830, 9.14459], [14.37178, 15.34215, 10.16980], [14.53004, 16.33379, 11.08589], [13.84189, 17.54967, 10.90257], [12.92933, 17.73614, 9.89321], [12.71051, 16.73836, 8.99492], [14.99748, 14.45274, 10.18879], [15.23909, 16.26252, 11.89340], [13.97232, 18.24482, 11.66025], [12.25364, 18.53288, 9.86149], [12.15883, 16.90927, 8.06749], [15.34239, 20.66504, 18.06023], [15.03930, 19.94235, 19.14999], [15.99129, 19.81382, 20.19570], [15.60044, 19.09202, 21.30620], [14.26322, 18.67396, 21.43235], [13.37810, 18.76108, 20.36397], [13.78066, 19.38317, 19.14159], [17.06000, 20.00749, 20.06251], [16.26319, 18.80653, 22.16268], [14.10150, 18.01221, 22.33441], [12.28213, 18.40296, 20.48047], [13.15381, 19.62366, 18.37612], [18.61949, 16.18736, 20.30118], [17.29438, 15.77635, 20.32437], [16.47130, 16.02710, 19.23730], [15.13050, 15.63085, 19.31811], [14.71505, 15.12646, 20.53417], [15.52498, 14.94577, 21.58272], [16.86950, 15.32182, 21.53536], [16.90448, 16.38053, 18.29224], [14.48495, 15.69656, 18.41244], [13.68196, 14.89792, 20.63578], [15.04212, 14.62118, 22.48236], [17.55413, 15.24130, 22.34622], [19.47217, 14.11902, 12.50144], [18.88023, 15.30771, 12.66523], [18.36246, 15.55365, 13.91992], [17.67023, 16.73180, 14.11052], [17.46205, 17.63573, 13.03141], [18.05021, 17.34333, 11.80787], [18.83939, 16.19509, 11.62093], [18.46718, 14.85868, 14.75270], [17.08558, 16.91266, 15.00064], [16.91476, 18.55518, 13.33151], [18.04636, 18.07626, 11.00206], [19.23127, 15.99622, 10.63822], [9.17291, 22.80378, 19.29569], [10.45520, 23.25253, 19.23502], [10.68171, 24.66934, 19.20324], [12.07192, 25.05792, 19.19720], [13.10929, 24.10141, 19.38332], [12.76956, 22.73171, 19.53360], [11.44733, 22.30410, 19.37581], [9.77879, 25.30014, 19.37721], [12.30080, 26.12641, 19.01624], [14.12392, 24.41132, 19.31529], [13.47483, 21.97574, 19.75807], [11.25050, 21.23137, 19.43451], [14.61974, 16.12235, 15.89971], [14.24407, 17.39072, 15.49124], [14.89299, 18.50905, 15.95287], [14.53954, 19.70420, 15.36925], [13.57698, 19.74646, 14.37133], [12.85336, 18.60842, 14.01689], [13.25607, 17.33882, 14.55122], [15.63626, 18.54089, 16.67544], [15.03294, 20.54836, 15.78247], [13.39343, 20.70897, 13.95768], [12.03695, 18.69546, 13.23529], [12.84282, 16.33378, 14.20257]],
  "forces_ev_per_a": [[0.3459, -0.4483, -0.3162], [-0.6176, -1.3932, -0.1856], [-0.4845, 2.2547, -0.0138], [0.2877, -0.4311, -0.2973], [-2.2099, 0.8148, -0.5328], [0.5301, -0.3468, 0.4178], [1.0820, 0.2801, 0.2890], [0.2569, 0.0071, 0.4987], [0.2311, -0.3393, 0.3241], [0.5378, -0.3637, -0.1670], [0.2884, 0.5737, 0.4601], [-0.3157, -0.4873, -0.2813], [-0.4547, 0.1658, -0.4621], [0.3298, 0.0757, -0.7366], [0.7855, 0.9361, 2.2252], [-0.7389, -0.1689, -0.7193], [-0.9565, -0.2766, 0.3310], [2.1009, 0.8787, 0.7314], [-0.7715, 0.6463, 1.4662], [-0.3800, -1.0996, -1.1045], [0.5847, -0.1748, 0.1278], [0.4777, -0.4140, -0.3021], [-0.9584, -0.5721, -0.2348], [-0.1452, -0.0673, -1.3372], [0.4955, 0.1038, 0.3668], [-0.6000, -0.0169, -0.6864], [1.2499, 0.8727, 0.4598], [0.0995, -1.1741, -0.5093], [-1.4328, -0.5500, 0.2260], [-0.2970, -0.8810, 0.8147], [-1.7030, -1.6594, -0.7441], [-0.2207, 0.0178, 0.4357], [-0.2062, 0.3913, -0.8688], [1.0078, 0.9014, 0.8117], [1.1731, 1.2815, -0.5902], [0.5112, 0.6616, 0.3762], [0.5565, 0.0573, 0.1140], [-2.3880, 0.9357, -0.5153], [1.2417, 1.8308, -0.7959], [0.3894, -1.6717, 0.1609], [1.7463, 1.3934, -0.3233], [-1.2309, -1.8248, 0.5785], [0.1334, 0.8316, -0.3919], [0.6914, -0.7970, 0.5391], [-0.9512, 0.3032, -0.0568], [-1.3058, -0.9162, 0.4180], [0.4899, 0.4000, 0.0516], [0.6710, -0.5638, 0.1835], [-0.3573, 0.4382, -0.1936], [1.0491, -0.4181, 0.7130], [0.8593, -0.7965, -0.4564], [-0.2016, 0.1693, -0.2477], [-1.0218, 0.9857, 0.3805], [-1.8566, -0.4791, -1.4099], [1.4043, 0.2711, 0.9420], [0.2653, 0.8091, -0.0259], [-0.5209, 0.2004, 0.3417], [0.5029, -0.3166, 0.1045], [0.0413, -0.2320, -0.0476], [-0.1422, -0.6301, -0.1704], [0.4541, -0.5321, -0.8414], [-0.1424, 1.4245, 1.4169], [0.8784, 0.2545, 0.0594], [0.0563, 0.0852, 1.8807], [0.1665, 1.1835, -0.6501], [0.4814, -1.1111, 0.3535], [-0.3564, -1.8792, -1.9678], [0.1595, -0.4171, -0.7939], [-0.4108, 0.0815, -0.5112], [-0.4006, -0.0856, 0.3169], [-0.8703, 0.3966, 0.1931], [0.0079, 0.6221, 0.5074], [0.8362, -0.7504, 1.9465], [-0.1161, 1.5947, -1.4268], [-0.0573, -1.7843, 1.3179], [1.4758, 1.3493, -0.3155], [-0.8466, -0.5058, -0.2802], [-1.1257, 0.3028, -0.6132], [0.9258, 0.2051, -0.0108], [0.1358, 0.3286, 0.0148], [-0.6285, -0.6809, 0.0450], [-0.2538, 0.6563, -0.8824], [0.7209, -0.1984, 0.1028], [-0.9920, -0.5338, 0.0070], [-0.0120, -0.0960, 0.3529], [0.6297, 0.6817, -0.2361], [-0.6962, -0.9360, -1.3404], [-0.1880, 1.7310, -0.1772], [0.1114, -1.6484, 0.2569], [0.2240, -0.6451, 0.8062], [0.7221, -1.7568, -1.3911], [-0.3450, -0.0230, -0.0392], [0.1194, -0.1465, 0.1480], [0.1898, 1.4995, 1.1331], [-0.4216, 1.6468, -0.0237], [-0.2464, -0.2938, 0.5140], [0.6696, 0.3564, -0.2689], [0.5305, -0.2678, 0.7455], [0.0641, -0.8537, -0.8655], [-0.5980, -0.1353, 0.8743], [0.5776, -1.7085, 0.5586], [-1.6917, 0.0172, -0.3841], [1.5635, -0.4107, 4.1512], [-0.5421, 0.5332, -0.1918], [-0.3220, 0.5989, -1.1522], [-0.5093, 1.0916, -1.1071], [2.0834, 0.4816, -0.2945], [-1.7780, 0.2299, -2.0666], [-0.9266, -0.3349, -0.5358], [1.3835, 1.5018, 0.1120], [0.0104, -0.6626, -0.9867], [1.0650, 0.4716, -0.8726], [-1.7757, 0.1121, -1.8690], [1.2217, 0.3645, 1.8075], [-1.1179, -0.7036, -0.4157], [-0.1693, 0.0029, 0.5353], [0.4642, 0.0626, 1.0111], [-0.7504, -0.3493, 0.1219], [0.2426, -0.3062, 0.5432], [0.2965, -0.0949, 0.4949], [0.4495, -0.4490, -0.2894], [0.4758, -0.3983, 0.2548], [-0.3956, 0.4026, 0.6104], [-1.0257, 0.5256, -1.3077], [0.3278, -0.3343, 1.4927], [0.6989, 0.7888, 0.0683], [-1.4376, 0.6012, 0.0970], [0.0757, -0.0632, -0.4669], [0.4205, 0.0140, 0.3816], [0.3199, -0.6044, -0.9388], [-0.3181, -0.1871, 0.0754], [0.3046, -0.2557, 0.0464], [0.2307, 0.2903, -0.2804], [-0.2290, 1.5653, 0.5610], [1.0126, -2.0152, 0.5750], [-1.0691, -0.3836, -0.0880], [-2.2096, -0.4283, -0.4515], [-0.9761, 1.5794, -0.5931], [0.9001, 0.1613, 0.3130], [1.1299, -0.2091, -0.6931], [-0.0069, -0.7944, 0.3906], [0.6722, 0.1936, 0.2350], [0.9013, -0.3683, 0.0320], [-0.3224, 0.4238, 0.0127], [0.3409, 0.6354, 0.5505], [0.3521, -2.0941, -0.0845], [-1.1167, 0.0049, -1.1138], [-0.2357, -0.7269, -0.1037], [-0.3379, -0.2350, 0.6153], [-0.0881, -0.8915, -0.8108], [-1.4280, 1.0104, -1.4550], [1.1986, -0.5188, 1.3294], [0.2033, 0.9310, -0.2499], [-0.5303, 0.4376, -0.4354], [1.0846, -0.2804, 1.0620], [0.5029, 1.6778, 0.6759]]
}